Density functional theory data (the ωB97M-V functional and the def2-TZVPD basis) for a cluster of 7 separate species, C15H26ClFNO8 in total.

```
52
Properties=species:S:1:pos:R:3
Cl -0.10 -0.48 -0.32
O 0.30 -1.64 0.44
O 1.07 0.09 -0.93
O -1.07 -0.84 -1.31
O -0.67 0.50 0.57
N -0.74 3.43 3.15
C 0.38 3.11 2.50
C 1.29 4.03 2.02
C 1.01 5.38 2.20
C -0.16 5.73 2.86
C -1.00 4.73 3.31
H 0.56 2.05 2.36
H 2.19 3.74 1.50
H 1.68 6.21 1.99
H -0.41 6.78 2.98
H -1.96 4.96 3.75
C 3.25 3.33 -1.23
O 1.99 2.76 -0.95
H 3.07 4.32 -1.67
H 3.81 3.45 -0.30
H 3.79 2.76 -1.99
H 2.06 1.79 -0.86
C -2.95 -2.36 1.46
O -3.02 -2.94 0.16
H -1.88 -2.32 1.72
H -3.21 -1.30 1.59
H -3.52 -2.93 2.19
H -2.11 -2.99 -0.15
C -1.43 4.04 -0.28
O -0.79 3.38 -1.36
H -1.75 3.23 0.37
H -0.73 4.75 0.18
H -2.27 4.70 -0.51
H 0.06 3.05 -1.00
C 1.29 0.23 -4.13
O 0.53 1.41 -3.95
H 2.10 0.14 -3.40
H 0.70 -0.65 -3.91
H 1.75 0.19 -5.12
H 1.07 2.13 -4.28
F -0.88 -8.96 -0.91
C -0.55 -7.73 -0.42
C -1.01 -7.41 0.83
C -0.85 -6.11 1.32
C -0.06 -5.24 0.54
C 0.38 -5.56 -0.74
C 0.13 -6.84 -1.23
H -1.61 -8.12 1.37
H -1.32 -5.79 2.23
H 0.24 -4.25 0.88
H 0.98 -4.84 -1.27
H 0.38 -7.10 -2.25
```

Summary:
Multiplicity = 1
Charge = -1
Frontier orbital gap = 9.3 eV
DFT total energy = -49079.3110 eV